(1)
The following is a DFT calculation (ωB97M-V/def2-TZVPD) of a molecular structure, C34H46AuF5N4O3PS.

```
95
Properties=species:S:1:pos:R:3:forces:R:3:lowdin_spin:R:1
Au -0.998 -1.073 1.050 0.56 0.13 0.69 0.00
O -2.345 -2.671 -0.558 -0.15 -0.20 -0.14 0.00
N -3.424 -2.078 -0.913 0.14 0.05 0.04 0.00
C -3.614 -1.750 -2.212 -0.07 0.02 -0.06 0.00
C -4.756 -1.092 -2.614 0.01 -0.03 0.02 0.00
C -5.723 -0.747 -1.685 -0.02 -0.01 -0.01 0.00
C -5.493 -1.066 -0.355 0.02 -0.04 0.03 0.00
C -4.342 -1.721 0.019 -0.10 0.00 -0.02 0.00
H -2.793 -2.019 -2.860 0.00 0.00 0.01 0.00
H -4.858 -0.835 -3.660 0.01 0.00 0.00 0.00
H -6.616 -0.214 -1.983 0.00 0.00 0.00 0.00
H -6.189 -0.777 0.421 0.00 0.00 0.00 0.00
H -4.050 -1.944 1.038 0.03 0.00 0.00 0.00
C -1.858 3.426 -5.880 -0.03 0.00 0.01 0.00
C -2.373 3.264 -4.456 -0.03 0.03 0.02 0.00
C -2.611 1.795 -4.118 0.00 -0.07 0.05 0.00
N -2.812 1.542 -2.702 0.10 0.26 0.04 0.00
C -1.938 1.252 -1.695 -0.08 -0.08 0.02 0.01
S -2.615 1.221 -0.116 -0.07 0.21 -0.12 0.00
N -0.669 0.948 -1.908 0.09 -0.03 0.16 0.02
C 0.074 1.027 -3.161 -0.04 0.07 0.00 0.21
O 0.322 2.165 -3.639 -0.01 -0.02 0.00 0.22
C 0.452 -0.213 -3.729 0.01 -0.06 -0.03 0.09
C 1.204 -0.227 -4.945 -0.01 -0.02 0.01 0.11
C 1.564 -1.416 -5.542 -0.01 -0.01 0.00 0.01
C 1.212 -2.650 -4.983 0.00 0.02 0.02 0.16
C 0.486 -2.651 -3.779 0.01 -0.02 -0.02 0.02
C 0.113 -1.480 -3.161 0.02 0.04 -0.01 0.10
H -1.719 4.478 -6.138 0.01 0.00 -0.01 0.00
H -2.549 2.992 -6.610 0.01 -0.01 0.00 0.00
H -0.895 2.920 -5.966 0.01 0.00 -0.02 0.00
H -3.304 3.828 -4.317 0.02 -0.01 0.03 0.00
H -1.634 3.649 -3.756 0.04 -0.01 -0.01 0.00
H -1.788 1.191 -4.489 0.04 -0.02 0.03 0.00
H -3.516 1.441 -4.627 0.01 0.00 -0.05 0.00
H -3.686 1.855 -2.310 -0.02 -0.08 -0.02 0.00
H -0.145 0.602 -1.075 -0.07 -0.02 -0.05 0.00
H 1.484 0.725 -5.378 0.00 0.00 0.00 0.01
H 2.136 -1.392 -6.466 0.00 0.01 0.00 0.00
H 1.507 -3.579 -5.456 0.00 0.00 0.00 0.01
H 0.218 -3.593 -3.313 0.00 0.00 0.01 0.00
H -0.418 -1.524 -2.217 0.00 0.00 0.03 0.01
F -2.126 -0.862 7.976 -0.01 0.00 0.00 0.00
C -2.219 -1.101 6.647 0.01 0.01 -0.01 0.00
C -3.051 -0.340 5.845 -0.01 0.00 -0.01 0.00
F -3.772 0.653 6.404 0.00 0.00 0.00 0.00
C -3.150 -0.590 4.492 -0.03 0.01 0.01 0.00
F -3.976 0.184 3.764 0.00 0.00 0.00 0.00
C -2.425 -1.614 3.835 0.18 0.13 -0.05 0.00
O -2.515 -1.838 2.579 -0.19 -0.10 -0.40 0.00
C -1.595 -2.367 4.702 0.03 -0.01 0.01 0.00
F -0.851 -3.362 4.186 0.00 0.00 0.00 0.00
C -1.492 -2.119 6.055 0.00 -0.01 0.00 0.00
F -0.678 -2.875 6.820 0.00 0.01 0.00 0.00
C 3.222 0.583 -1.232 -0.02 -0.01 -0.04 0.00
C 3.114 1.187 0.181 -0.06 0.04 0.02 0.00
C 4.529 1.454 0.706 0.04 0.00 -0.04 0.00
C 2.388 2.535 0.013 0.02 0.00 0.00 0.00
P 1.974 0.089 1.234 -0.01 0.08 -0.03 0.00
N 0.777 -0.272 0.325 -0.35 -0.17 -0.10 0.00
C 2.994 -1.422 1.806 0.01 0.02 -0.04 0.00
C 4.088 -1.162 2.845 0.04 -0.06 0.01 0.00
C 3.649 -2.008 0.546 0.00 -0.01 0.01 0.00
C 2.043 -2.504 2.344 -0.02 -0.01 -0.01 0.00
C 1.525 1.075 2.815 -0.05 -0.04 0.00 0.00
C 0.370 2.028 2.457 0.02 0.01 0.00 0.00
C 2.644 1.888 3.473 0.01 0.01 0.05 0.00
C 0.972 0.099 3.865 -0.01 0.01 0.00 0.00
H 3.501 1.372 -1.937 0.02 0.01 0.01 0.00
H 2.269 0.169 -1.556 -0.02 0.01 -0.01 0.00
H 3.976 -0.199 -1.297 -0.01 0.00 0.00 0.00
H 4.985 2.238 0.089 0.01 -0.01 -0.01 0.00
H 5.164 0.571 0.622 0.00 0.00 0.01 0.00
H 4.554 1.795 1.740 0.00 0.01 -0.04 0.00
H 2.827 3.069 -0.834 0.03 0.01 0.02 0.00
H 2.486 3.170 0.894 -0.02 -0.02 -0.01 0.00
H 1.329 2.391 -0.204 0.01 0.00 -0.03 0.00
H 4.799 -0.398 2.530 -0.01 -0.02 0.01 0.00
H 4.651 -2.091 3.000 0.00 0.00 0.00 0.00
H 3.680 -0.871 3.813 0.00 -0.01 -0.01 0.00
H 4.521 -1.434 0.232 -0.02 0.00 -0.01 0.00
H 2.940 -2.059 -0.281 -0.02 -0.01 0.01 0.00
H 3.989 -3.026 0.766 0.03 0.01 0.02 0.00
H 1.766 -2.346 3.385 -0.03 0.01 -0.03 0.00
H 2.544 -3.476 2.281 0.03 0.00 0.04 0.00
H 1.125 -2.557 1.757 0.02 0.00 -0.03 0.00
H 0.718 2.934 1.964 -0.02 -0.02 0.01 0.00
H -0.137 2.326 3.381 0.01 0.02 0.01 0.00
H -0.362 1.549 1.807 -0.01 -0.02 0.00 0.00
H 3.009 2.690 2.831 -0.02 0.00 0.02 0.00
H 3.493 1.275 3.776 -0.01 0.02 -0.01 0.00
H 2.238 2.357 4.378 0.01 0.00 0.00 0.00
H 0.228 -0.570 3.430 -0.01 0.00 -0.01 0.00
H 0.478 0.674 4.656 0.01 0.01 0.01 0.00
H 1.751 -0.501 4.336 -0.01 0.02 -0.01 0.00
```
Positions in Å, forces in eV/Å.

Values from the calculation:
**⟨S²⟩**: 0.775
**Gap between HOMO and LUMO (spin up / spin down)**: 4.0893 / 6.1533 eV
**Total charge**: -2
**HOMO (spin up / spin down)**: 0.31 / -1.75 eV
**Electronic energy**: -3142.43124 hartree
**LUMO level (spin up / spin down)**: 4.40 / 4.40 eV
**2S+1**: 2

---

(2)
The following is a DFT calculation (ωB97M-V/def2-TZVPD) of a molecular structure, C34H46BN3O4W.

```
89
Properties=species:S:1:pos:R:3:forces:R:3:mulliken_charge:R:1
W -0.579 0.404 0.497 0.44 -0.15 0.30 0.76
C -2.323 4.516 1.814 0.00 0.01 0.01 -1.60
C -2.284 2.985 1.754 -0.02 0.07 0.01 0.35
C -1.734 2.432 3.070 0.04 -0.01 0.04 -1.86
C -1.485 2.516 0.547 -0.11 -0.42 -0.15 2.14
C -2.017 2.832 -0.765 -0.03 0.11 0.05 -0.68
C -1.273 2.737 -1.882 0.09 -0.07 0.05 -1.16
C 0.140 2.429 -1.770 -0.08 0.00 -0.16 1.42
C 0.951 2.252 -3.027 0.03 -0.02 -0.02 -1.73
C 0.736 2.421 -0.548 -0.07 0.13 0.14 -1.05
C -0.028 2.449 0.689 0.07 0.19 -0.15 -1.72
H -2.890 4.862 2.681 -0.01 -0.01 0.00 0.46
H -2.779 4.939 0.917 0.00 -0.01 -0.01 0.38
H -1.308 4.914 1.890 0.00 0.00 0.00 0.32
H -3.317 2.641 1.630 0.02 -0.05 0.01 0.31
H -0.845 2.985 3.381 0.02 -0.02 -0.01 0.49
H -1.446 1.376 2.990 -0.02 0.00 -0.02 0.01
H -2.471 2.518 3.871 0.00 0.04 0.00 0.46
H -3.066 3.103 -0.835 0.01 0.04 -0.01 0.46
H -1.700 2.885 -2.865 -0.01 0.04 0.00 0.39
H 1.400 1.257 -3.065 -0.01 0.00 0.02 0.26
H 1.762 2.980 -3.080 0.00 0.00 0.02 0.37
H 0.332 2.369 -3.915 -0.01 0.01 0.00 0.40
H 1.817 2.365 -0.481 0.01 -0.06 -0.02 0.39
H 0.461 2.747 1.610 0.06 0.03 -0.04 0.85
O 3.571 -2.668 -1.778 -0.14 -0.01 0.02 -0.67
C 4.257 -1.816 -0.997 0.04 0.02 0.08 0.43
C 5.646 -1.921 -1.001 -0.03 0.01 0.01 -0.71
C 6.418 -1.069 -0.236 0.01 -0.01 0.00 -0.42
C 5.820 -0.084 0.543 -0.02 -0.01 0.00 -1.41
C 4.443 0.022 0.556 0.06 0.10 -0.03 -0.26
C 3.638 -0.843 -0.188 0.00 -0.04 -0.03 -0.11
C 2.184 -0.732 -0.143 -0.30 -0.08 -0.29 0.75
O 1.613 0.135 0.779 0.58 -0.35 0.28 0.98
N 1.389 -1.342 -0.939 0.18 0.19 0.24 -1.56
N 0.070 -1.043 -0.738 -0.27 0.19 -0.18 0.76
C -0.848 -1.720 -1.521 0.04 0.03 -0.08 -1.06
C -2.151 -1.437 -1.344 -0.04 -0.08 0.00 0.98
C -3.235 -1.961 -2.144 0.02 0.01 -0.01 -1.29
C -4.437 -1.371 -2.124 -0.01 0.00 -0.03 -0.73
C -4.633 -0.197 -1.292 0.03 0.04 0.02 -0.90
C -3.690 0.181 -0.426 0.04 -0.01 0.02 -0.55
N -2.466 -0.509 -0.279 -0.15 -0.11 -0.08 1.66
H 2.615 -2.462 -1.706 0.06 0.03 -0.01 0.49
H 6.093 -2.683 -1.624 0.01 -0.01 0.00 0.45
H 7.496 -1.165 -0.256 0.00 0.00 0.00 0.39
H 6.420 0.601 1.125 0.01 0.00 -0.01 0.48
H 3.987 0.820 1.129 -0.06 -0.03 0.01 0.82
H -0.496 -2.433 -2.255 0.01 -0.05 0.05 0.48
H -3.023 -2.807 -2.787 -0.02 -0.01 0.00 0.50
H -5.251 -1.736 -2.734 0.01 -0.01 -0.01 0.39
H -5.542 0.383 -1.368 -0.01 0.00 0.01 0.46
H -3.793 1.036 0.221 -0.05 0.00 0.01 0.45
C 3.387 -1.816 4.712 0.02 0.00 0.05 -1.96
C 2.280 -0.928 4.181 0.03 -0.05 -0.09 1.91
C 0.958 -1.261 4.843 -0.05 -0.02 0.05 -1.54
O 2.117 -1.219 2.761 0.10 -0.04 0.03 -0.68
B 1.848 -0.030 2.166 -0.31 0.36 -0.19 -0.39
O 2.047 1.081 2.939 -0.02 -0.08 0.15 -0.08
C 2.603 0.611 4.198 -0.02 0.04 -0.05 1.67
C 4.093 0.914 4.165 0.04 0.00 0.00 -1.86
C 1.936 1.385 5.319 0.01 -0.02 0.05 -1.94
H 3.081 -2.858 4.637 -0.01 0.00 -0.01 0.44
H 3.583 -1.595 5.763 0.00 0.01 0.00 0.36
H 4.310 -1.690 4.149 0.00 0.00 -0.02 0.34
H 0.724 -2.311 4.666 0.01 -0.01 -0.02 0.54
H 0.155 -0.662 4.419 -0.02 0.02 -0.02 -0.29
H 0.997 -1.092 5.920 0.01 0.00 0.01 0.42
H 4.592 0.390 3.351 -0.01 -0.01 -0.01 0.17
H 4.576 0.627 5.101 -0.02 0.01 0.02 0.39
H 4.232 1.986 4.023 -0.01 0.00 -0.02 0.49
H 0.852 1.315 5.259 -0.01 0.01 -0.01 0.22
H 2.218 2.436 5.247 -0.01 0.00 -0.02 0.47
H 2.259 1.015 6.293 0.02 -0.01 0.00 0.38
C -2.355 -1.678 3.432 0.05 -0.07 0.01 -1.71
C -3.124 -1.280 2.171 -0.04 -0.14 -0.10 2.68
C -3.950 -2.486 1.693 -0.01 0.03 -0.05 -1.81
C -4.094 -0.159 2.552 -0.01 0.06 0.02 -1.60
C -2.042 -0.985 1.119 -0.20 0.23 0.08 -1.57
H -3.027 -2.165 4.143 0.00 0.01 0.00 0.49
H -1.920 -0.803 3.914 0.00 0.05 0.00 0.22
H -1.542 -2.368 3.197 0.00 -0.02 0.01 0.35
H -4.756 -2.709 2.396 0.01 0.00 0.02 0.47
H -3.321 -3.374 1.600 0.01 0.00 -0.01 0.40
H -4.399 -2.286 0.717 -0.02 -0.01 0.02 0.24
H -4.580 -0.422 3.495 0.00 -0.01 0.00 0.52
H -4.883 -0.027 1.813 -0.01 0.00 -0.02 0.44
H -3.588 0.793 2.697 0.01 -0.03 0.00 -0.07
H -1.596 -1.966 0.921 0.07 0.03 0.04 0.69
```
Positions in Å, forces in eV/Å.

Values from the calculation:
**Gap between HOMO and LUMO (spin up / spin down)**: 6.6283 / 6.6203 eV
**HOMO (spin up / spin down)**: -6.14 / -6.13 eV
**Electronic energy**: -1880.36821 hartree
**LUMO level (spin up / spin down)**: 0.49 / 0.49 eV